# 1
Density functional theory data (ωB97M-V with the def2-TZVPD basis set) for a molecular structure, C52H34F5LaN4OS2.

Positions of all 99 atoms, in Å:
1 La 0.261727 0.595362 -0.271320
2 C 4.893653 0.336667 5.966171
3 C 3.957071 -0.687406 5.935645
4 C 3.054320 -0.770604 4.884103
5 C 3.071916 0.166622 3.856519
6 C 4.015949 1.188524 3.891980
7 C 4.921424 1.272061 4.940714
8 C 2.096032 0.082494 2.722902
9 C 0.906076 0.859781 2.896424
10 C 0.513196 1.611859 4.083640
11 C -0.688789 2.190122 3.827451
12 C -1.086690 1.809105 2.474511
13 C -2.302609 2.088406 1.803361
14 C -3.291619 2.905550 2.568931
15 C -3.675708 4.158966 2.098872
16 C -4.599147 4.925165 2.795485
17 C -5.158132 4.443984 3.971208
18 C -4.788847 3.191656 4.443839
19 C -3.863025 2.429474 3.746172
20 C -2.783752 1.628200 0.522529
21 N -2.063362 0.974646 -0.412990
22 C -2.870064 0.446391 -1.372546
23 C -2.485105 -0.471467 -2.400870
24 C -3.585530 -0.855038 -3.343181
25 C -3.587626 -0.357976 -4.643231
26 C -4.595709 -0.710559 -5.530264
27 C -5.609941 -1.567203 -5.126523
28 C -5.611413 -2.070646 -3.832853
29 C -4.602983 -1.716670 -2.947293
30 C -1.254441 -1.149262 -2.646154
31 C -1.018006 -2.210003 -3.607302
32 C 0.252401 -2.671349 -3.412423
33 C 0.819398 -1.926975 -2.304580
34 N -0.102837 -1.018066 -1.932946
35 C 2.074946 -2.175622 -1.641865
36 C 2.525581 -1.726640 -0.379470
37 C 3.790526 -2.041534 0.281185
38 C 3.785472 -1.434067 1.492457
39 C 2.515342 -0.721359 1.625504
40 N 1.816102 -0.966068 0.494463
41 C 3.026898 -3.060630 -2.383466
42 C 2.872916 -4.442705 -2.411084
43 C 3.776964 -5.240094 -3.099391
44 C 4.848962 -4.662593 -3.765991
45 C 5.011539 -3.284399 -3.740333
46 C 4.103907 -2.488422 -3.055706
47 C -4.216087 0.887735 -1.071248
48 C -4.164588 1.606518 0.087445
49 N -0.081342 1.030546 1.993814
50 H 5.600816 0.405812 6.782774
51 H 3.930018 -1.424150 6.728496
52 H 2.326585 -1.573782 4.857754
53 H 4.043561 1.914167 3.087222
54 H 5.652172 2.070721 4.954265
55 H 1.088333 1.686503 4.993520
56 H -1.254669 2.820652 4.494613
57 H -3.241299 4.533800 1.179514
58 H -4.880134 5.899971 2.417624
59 H -5.879391 5.039727 4.515759
60 H -5.225790 2.803863 5.355293
61 H -3.585001 1.448744 4.114054
62 H -2.797288 0.312465 -4.958742
63 H -4.588168 -0.311792 -6.536604
64 H -6.397538 -1.840152 -5.817008
65 H -6.398184 -2.741145 -3.511264
66 H -4.602020 -2.108880 -1.936827
67 H -1.727946 -2.572120 -4.334349
68 H 0.742189 -3.462630 -3.957589
69 H 4.583280 -2.640129 -0.139470
70 H 4.574435 -1.451504 2.228055
71 H 2.043074 -4.900616 -1.884404
72 H 3.646775 -6.314839 -3.109693
73 H 5.556363 -5.284912 -4.298851
74 H 5.846025 -2.825046 -4.254694
75 H 4.225475 -1.411475 -3.030720
76 H -5.097316 0.656712 -1.648021
77 H -4.999468 2.047953 0.608456
78 C -1.064202 -4.056228 0.295666
79 S -0.468760 -2.769754 1.366446
80 C -1.399161 -3.161209 2.827404
81 O -1.097733 -1.500547 0.825658
82 H -0.729586 -5.026452 0.665457
83 H -0.637897 -3.873741 -0.691275
84 H -2.152933 -4.005509 0.242679
85 H -1.082489 -4.137324 3.197480
86 H -2.465492 -3.152579 2.596351
87 H -1.175939 -2.397713 3.570548
88 F 1.862379 6.692404 -3.973598
89 C 2.099344 5.590784 -3.256213
90 C 3.388944 5.116990 -3.093980
91 F 4.403899 5.771933 -3.664108
92 C 3.628866 3.974097 -2.348170
93 F 4.903037 3.586836 -2.232807
94 C 2.611538 3.248086 -1.739672
95 S 2.907562 1.779691 -0.781786
96 C 1.340230 3.766044 -1.935232
97 F 0.263809 3.133982 -1.379325
98 C 1.055313 4.903291 -2.663177
99 F -0.200581 5.336520 -2.799807

Atoms 1-6, force components in eV/Å:
La 1.33 2.29 -1.25
C -0.02 0.00 -0.03
C 0.02 0.03 -0.01
C -0.02 -0.05 0.03
C 0.01 -0.01 0.01
C 0.02 0.02 -0.01

Results
- Total charge: 0
- Relative energy (zero: lowest compared OMol25 entry of this formula, charge and spin): 39.60 kcal/mol
- Frontier orbital gap (spin up / spin down): 0.2054 / 0.2052 Ha
- Lowest unoccupied orbital energy (spin up / spin down): -0.05022 / -0.05032 Ha

---

# 2
Density functional theory data (ωB97M-V with the def2-TZVPD basis set) for a molecular structure, C52H34MgN13.

Positions of all 100 atoms, in Å:
1 Mg -0.220166 0.047904 -0.021705
2 C -1.042514 -2.617462 5.989056
3 C -1.848408 -3.592349 5.283966
4 C -1.992787 -3.579715 3.946987
5 C -1.125450 -2.665821 3.150857
6 C -1.519496 -2.048619 1.831698
7 N -1.278453 -0.774567 1.791329
8 C -0.826313 -0.373326 3.071648
9 N -0.467574 0.878026 3.422835
10 C -0.310497 1.846548 2.573352
11 C -0.042665 3.212950 3.058660
12 C 0.120370 3.742776 4.324839
13 C 0.314972 5.114237 4.429813
14 C 0.331558 5.925909 3.295877
15 C 0.166147 5.388560 2.025735
16 C -0.009167 4.020394 1.925727
17 C -0.255366 3.121528 0.782708
18 N -0.418375 3.617353 -0.413071
19 C -0.847454 2.857401 -1.439104
20 N -1.124822 1.549641 -1.434029
21 C -1.664875 1.240427 -2.666496
22 N -2.260272 0.128241 -3.016026
23 C -2.423696 -0.894808 -2.188069
24 N -1.886554 -1.033532 -0.923207
25 C -2.314919 -2.185854 -0.440476
26 N -1.843968 -2.820951 0.734612
27 C -3.154100 -2.882495 -1.365628
28 C -3.811815 -4.114306 -1.330797
29 C -4.542323 -4.488978 -2.438660
30 C -4.621933 -3.655788 -3.568920
31 C -3.971642 -2.439265 -3.612009
32 C -3.220910 -2.048316 -2.502910
33 C -1.669690 2.417087 -3.518408
34 C -2.058013 2.643403 -4.832424
35 C -1.914529 3.924114 -5.340069
36 C -1.412613 4.965467 -4.549346
37 C -1.041699 4.744337 -3.233089
38 C -1.164698 3.457288 -2.729015
39 N -0.361470 1.832118 1.206222
40 C -0.790731 -1.441549 3.933780
41 C -0.586913 -1.518942 5.330604
42 H -0.926918 -2.710385 7.061410
43 H -2.399502 -4.315772 5.875515
44 H -2.644587 -4.273444 3.429282
45 H 0.090873 3.104111 5.198392
46 H 0.444201 5.565611 5.405974
47 H 0.465632 6.994618 3.412244
48 H 0.175240 6.008534 1.138522
49 H -3.741820 -4.754713 -0.458439
50 H -5.064969 -5.438266 -2.444203
51 H -5.209818 -3.982788 -4.418421
52 H -4.033945 -1.799724 -4.483893
53 H -2.450398 1.833764 -5.435551
54 H -2.196953 4.131293 -6.365707
55 H -1.319695 5.956067 -4.978480
56 H -0.656490 5.545483 -2.613844
57 H -0.157306 -0.672568 5.852814
58 C 0.183792 -5.980387 3.327478
59 C -0.027823 -4.850182 2.368338
60 C -0.543591 -4.986997 1.154329
61 C -0.685924 -3.770051 0.311904
62 C 0.511161 -2.832591 0.419203
63 N 0.797203 -1.963400 -0.583589
64 C 1.183312 -2.417678 -1.791068
65 C 1.447606 -3.785094 -2.054963
66 C 1.949078 -4.223833 -3.261931
67 C 2.233282 -3.330625 -4.289893
68 C 2.872905 -3.793537 -5.574322
69 C 2.006087 -1.984016 -4.045666
70 C 1.488828 -1.517728 -2.844229
71 N 1.461246 -0.110098 -2.624010
72 C 1.589427 0.833359 -3.585966
73 C 1.981701 1.998833 -2.975039
74 C 2.012360 1.682327 -1.609501
75 N 1.695396 0.414592 -1.400653
76 C 0.978281 -2.694209 1.684161
77 C 0.293958 -3.448634 2.792633
78 N 1.796578 -1.592202 2.038891
79 C 2.723616 -1.547792 3.020683
80 C 3.217498 -0.262929 3.058788
81 C 2.512875 0.412258 2.051932
82 N 1.657728 -0.395623 1.444626
83 H 0.051318 -6.939645 2.826260
84 H -0.528748 -5.910846 4.151120
85 H 1.188394 -5.935234 3.754288
86 H -0.837575 -5.947352 0.744797
87 H -0.902488 -4.025501 -0.719085
88 H 1.287687 -4.496343 -1.253160
89 H 2.151715 -5.281166 -3.400305
90 H 2.718239 -4.863371 -5.718316
91 H 3.952006 -3.613879 -5.558299
92 H 2.464395 -3.271539 -6.441622
93 H 2.274250 -1.270786 -4.816928
94 H 1.379282 0.629836 -4.621551
95 H 2.160855 2.952964 -3.438220
96 H 2.259028 2.325281 -0.779846
97 H 0.861787 -3.436348 3.722482
98 H 2.980817 -2.415914 3.602798
99 H 3.959621 0.128591 3.732483
100 H 2.600315 1.443306 1.746705

Atoms 1-6, force components in eV/Å:
Mg 0.11 -0.12 -0.13
C 0.24 0.40 0.03
C -0.20 -0.15 -0.26
C -0.10 -0.06 0.03
C 0.33 -0.02 0.09
C -0.06 -0.05 0.25

Results
- Total charge: -1
- Relative energy (zero: lowest compared OMol25 entry of this formula, charge and spin): 3.91 kcal/mol
- Frontier orbital gap (spin up / spin down): 0.1788 / 0.1745 Ha
- Lowest unoccupied orbital energy (spin up / spin down): 0.05171 / 0.05276 Ha